Computed, not measured: a structure of composition C14H29N5O11P2ReS2 in a non-equilibrium geometry, with the ωB97M-V functional and the def2-TZVPD basis.

ORCA input file:
```
! RIJCOSX wB97M-V def2-TZVPD def2/J DEFGRID3
* xyz 2 4
Re 1.419 -0.724 -1.422
C 2.530 2.215 -2.823
C 2.153 2.313 -1.356
N 1.014 1.407 -1.017
C -0.313 1.856 -1.533
C -0.637 1.421 -2.962
S -0.018 -0.254 -3.429
C 1.059 0.138 -4.851
C 2.540 0.344 -4.500
N 2.743 0.809 -3.136
H 3.429 2.813 -2.990
H 1.752 2.633 -3.461
H 1.891 3.338 -1.090
H 3.004 2.008 -0.743
H 0.943 1.460 0.001
H -0.369 2.945 -1.486
H -1.069 1.459 -0.860
H -0.254 2.114 -3.704
H -1.718 1.379 -3.079
H 0.603 1.006 -5.324
H 0.951 -0.701 -5.536
H 2.964 1.040 -5.230
H 3.064 -0.603 -4.597
H 3.640 0.494 -2.780
O 1.308 -3.180 -0.414
P 2.621 -2.657 0.394
O 2.751 -3.225 1.718
O 2.439 -1.114 0.264
O 3.819 -3.005 -0.626
P 4.061 -2.196 -2.000
O 4.583 -0.750 -1.504
O 4.952 -2.843 -2.936
O 2.617 -1.834 -2.497
H 1.230 -4.151 -0.381
H 5.534 -0.779 -1.297
C -3.288 2.635 5.820
C -3.868 1.500 4.994
S -2.676 0.982 3.741
O -1.444 0.624 4.404
O -2.581 1.918 2.646
C -3.375 -0.567 3.046
C -2.265 -1.574 2.768
N -1.694 -1.417 1.420
C -0.558 -0.778 1.103
N -0.351 -0.875 -0.235
C -1.385 -1.616 -0.758
C -2.209 -1.957 0.255
N -3.449 -2.695 0.121
O -3.579 -3.294 -0.921
O -4.238 -2.638 1.040
C 0.241 0.008 2.071
H -3.885 2.761 6.722
H -3.289 3.575 5.273
H -2.272 2.397 6.131
H -4.781 1.764 4.462
H -4.021 0.600 5.592
H -3.916 -0.281 2.149
H -4.085 -0.965 3.770
H -2.645 -2.586 2.860
H -1.465 -1.431 3.492
H -1.485 -1.881 -1.797
H 0.359 -0.526 3.012
H -0.269 0.943 2.317
H 1.233 0.203 1.688
*
```

Summary:
E_LUMO (spin up / spin down)	-7.6 / -8.4	eV
E_HOMO (spin up / spin down)	-15.4035 / -15.6265	eV
ΔE to the lowest compared entry with this formula, charge and spin	224.1	kJ/mol
max |F|	2.6	eV Å⁻¹
⟨S²⟩	3.77